[1]
This record from the Open Molecules 2025 dataset describes C23H25CdClN7O5S as an isolated structure. The level of theory is ωB97M-V/def2-TZVPD.

## Properties
Orbital gap ... 7.15 eV
Net charge ... -1
Energy relative to the best compared isomer or geometry (same formula, charge and spin) ... 0.0 kJ/mol
LUMO energy ... 2.482 eV

Geometry as XYZ:
```
63
C23H25CdClN7O5S, DFT ωB97M-V/def2-TZVPD
Cd 1.3889 -1.0244 0.2512
O -3.0085 0.8756 4.0966
C -2.2319 0.5580 3.0210
C -2.3356 -0.6709 2.3804
C -1.4949 -0.9163 1.3103
N -0.6302 -0.0054 0.8863
C -0.5207 1.1714 1.4944
C -1.3144 1.5038 2.5765
C 0.5432 2.1065 0.8860
O 0.4917 3.2974 1.2262
O 1.3313 1.5484 0.0782
C -1.4622 -2.2485 0.5340
O -2.3874 -3.0340 0.7388
O -0.4753 -2.3606 -0.2539
H -3.5687 0.1200 4.3014
H -3.0350 -1.4377 2.6927
H -1.2139 2.4651 3.0607
C -0.0362 -0.8340 -4.8394
C 1.0053 -1.6868 -4.2229
N 1.5141 -2.7492 -4.7526
N 2.4226 -3.1889 -3.8250
C 2.4838 -2.4338 -2.7124
S 3.4312 -2.6253 -1.3687
N 1.5684 -1.4481 -2.9850
N 1.2426 -0.4611 -2.0637
H -0.3071 -1.2613 -5.8012
H 0.3330 0.1826 -4.9863
H -0.9116 -0.7708 -4.1950
H 2.9256 -4.0455 -3.9616
H 1.6992 0.4220 -2.2723
H 0.2287 -0.3098 -2.0633
Cl 1.7470 -4.2253 1.5927
C 3.3786 -3.6834 1.8645
C 4.3955 -4.6242 1.8202
C 5.7129 -4.2299 1.9844
C 5.9909 -2.8841 2.1910
C 4.9624 -1.9602 2.2398
C 3.6155 -2.3203 2.0779
C 2.5433 -1.3133 2.1009
H 4.1411 -5.6607 1.6410
H 6.5088 -4.9626 1.9438
H 7.0150 -2.5531 2.3172
H 5.1885 -0.9126 2.4019
H 2.9371 -0.3376 2.3870
H 1.7588 -1.5961 2.8092
N -1.4902 0.6286 -2.1954
C -2.0007 1.5385 -1.6970
N -2.6457 2.5541 -1.1607
C -2.0028 3.8496 -0.9299
C -2.3991 4.3806 0.4511
C -3.7747 3.8443 0.8695
C -4.6658 3.6684 -0.3570
C -4.1108 2.5489 -1.2402
H -2.3214 4.5363 -1.7249
H -0.9197 3.7378 -0.9939
H -2.4142 5.4731 0.4103
H -1.6281 4.1025 1.1647
H -4.2427 4.5138 1.5927
H -3.6573 2.8760 1.3646
H -4.7035 4.6075 -0.9166
H -5.6933 3.4234 -0.0837
H -4.4430 2.6612 -2.2788
H -4.4583 1.5801 -0.8776
```

Here are the natural (NBO) charges for atoms 1 to 8, given in e: number 1, Cd, carries 1.583; number 2, O, carries -0.670; number 3, C, carries 0.339; number 4, C, carries -0.327; number 5, C, carries 0.135; number 6, N, carries -0.554; number 7, C, carries 0.120; number 8, C, carries -0.310

=====

[2]
This record from the Open Molecules 2025 dataset describes a 4-piece molecular cluster, C23H25F25N2O5S overall. The level of theory is ωB97M-V/def2-TZVPD.

## Properties
Orbital gap ... 8.27 eV
LUMO energy ... 0.398 eV

Geometry as XYZ:
```
81
C23H25F25N2O5S, DFT ωB97M-V/def2-TZVPD
F 3.8594 1.8323 -3.2439
C 3.1744 2.3581 -4.2790
F 3.8982 2.1404 -5.4019
C 2.9642 3.8642 -4.1093
F 4.1528 4.5052 -4.1303
F 2.2735 4.2693 -5.2116
C 2.1481 4.3365 -2.8944
O 2.8628 4.7947 -1.7562
C 3.2974 3.9240 -0.7927
F 2.8013 2.6877 -0.9728
F 2.8228 4.3685 0.3933
C 4.8239 3.9111 -0.6796
F 5.4008 3.5509 -1.8381
F 5.1765 3.0021 0.2662
H 2.2159 1.8413 -4.3786
H 1.6187 5.2224 -3.2406
H 1.3748 3.6178 -2.6227
H 5.1977 4.8961 -0.3943
F -1.5270 -1.2794 -4.0759
C -2.1579 -2.3881 -4.5089
F -2.8009 -2.0712 -5.6580
C -3.1817 -2.8939 -3.4904
F -4.1697 -1.9889 -3.3342
F -3.7438 -4.0042 -4.0516
C -2.6596 -3.3279 -2.1104
O -2.7723 -2.4062 -1.0438
C -1.8068 -1.4572 -0.8058
F -0.7095 -1.6727 -1.5610
F -1.4281 -1.5976 0.4803
C -2.3487 -0.0373 -0.9651
F -2.8209 0.1639 -2.2134
F -1.3430 0.8498 -0.7574
H -1.4173 -3.1619 -4.7296
H -3.3111 -4.1483 -1.8131
H -1.6580 -3.7541 -2.1731
H -3.1526 0.1399 -0.2497
F -7.7996 -1.4178 -1.4349
C -8.8960 -2.1764 -1.2448
F -9.9628 -1.4782 -1.6990
C -9.1101 -2.4991 0.2358
F -9.3604 -1.3671 0.9271
F -10.2410 -3.2582 0.2909
C -8.0166 -3.3074 0.9550
O -7.0767 -2.5936 1.7417
C -5.9416 -2.0601 1.1858
F -5.7667 -2.4680 -0.0832
F -4.8927 -2.5229 1.8975
C -5.9231 -0.5340 1.3011
F -6.9799 0.0149 0.6819
F -4.7957 -0.0587 0.7032
H -8.8073 -3.0942 -1.8328
H -8.5523 -3.9161 1.6813
H -7.5272 -4.0121 0.2827
H -5.9309 -0.2252 2.3475
O 6.2451 -0.5593 5.1823
S 6.6445 -1.2404 4.0032
O 6.4223 -2.6398 3.9389
F 8.1738 -0.9821 3.8282
N 5.9615 -0.5705 2.6773
C 6.4101 0.8185 2.3496
C 5.8793 1.8813 3.2978
C 4.3699 2.1060 3.1750
C 3.5399 1.0501 3.9159
N 2.7294 0.2250 3.0356
C 2.3534 -1.0444 3.3468
C 1.5630 -1.5608 2.3434
C 1.4681 -0.5413 1.3572
C 2.1964 0.5319 1.8113
H 6.2702 -1.1538 1.9020
H 7.4978 0.8952 2.3064
H 6.0596 1.0387 1.3470
H 6.3541 2.8164 2.9974
H 6.1652 1.7180 4.3319
H 4.1827 3.0653 3.6555
H 4.0749 2.2347 2.1436
H 2.8472 1.5842 4.5705
H 4.1439 0.4409 4.5757
H 2.6123 -1.6013 4.2308
H 1.0927 -2.5243 2.3046
H 0.9165 -0.5868 0.4382
H 2.3525 1.4857 1.3450
```

Here are the Löwdin charges for atoms 1 to 8, given in e: number 1, F, carries 0.096; number 2, C, carries -0.303; number 3, F, carries 0.097; number 4, C, carries -0.443; number 5, F, carries 0.133; number 6, F, carries 0.107; number 7, C, carries -0.035; number 8, O, carries 0.053

=====

[3]
This record from the Open Molecules 2025 dataset describes C23H25HoN3OS4 as an isolated structure. The level of theory is ωB97M-V/def2-TZVPD.

## Properties
2S+1 ... 5
Orbital gap (spin up / spin down) ... 5.42 / 5.44 eV
Net charge ... -1
Energy relative to the best compared isomer or geometry (same formula, charge and spin) ... 52.7 kJ/mol
LUMO energy (spin up / spin down) ... 2.231 / 2.231 eV

Geometry as XYZ:
```
57
C23H25HoN3OS4, DFT ωB97M-V/def2-TZVPD
Ho -1.0587 0.7781 -0.5122
C -2.4711 -3.8021 -0.6805
C -2.5159 -2.2719 -0.6409
N -1.4379 -1.5208 -0.9784
N -0.3104 -2.2162 -1.1738
C 0.7587 -1.6649 -1.7560
S 1.2262 -0.0187 -1.8463
S 2.1237 -2.6248 -2.0277
C 2.2092 -3.5362 -0.5110
C 3.5491 -3.1126 0.1622
C 3.6233 -1.8859 0.8658
C 4.7153 -1.7461 1.7456
C 5.7810 -2.5866 1.7975
C 5.8120 -3.6518 0.8780
C 4.7153 -3.8619 0.0579
C -3.7275 -1.6330 -0.3080
C -4.7533 -2.3977 0.2653
C -5.9684 -1.8248 0.5614
C -6.2046 -0.4105 0.6926
C -5.1411 0.3592 0.3900
C -3.9603 -0.1548 -0.2099
O -3.2031 0.6836 -0.9244
H -1.5324 -4.0995 -1.0981
H -3.3532 -4.1077 -1.2778
H -2.6313 -4.1898 0.3728
H 2.3161 -4.5624 -0.7621
H 1.3153 -3.3313 0.1061
H 2.7998 -1.1136 0.9171
H 4.8000 -0.9160 2.4725
H 6.6458 -2.3396 2.4013
H 6.6519 -4.3448 0.8395
H 4.7765 -4.5907 -0.8169
H -4.6129 -3.4537 0.4255
H -6.7433 -2.5235 0.8061
H -7.2093 -0.0794 0.9872
H -5.0725 1.4119 0.4717
C 1.9831 1.9582 2.0674
C 0.4827 1.7744 1.9022
S -0.1647 0.1285 1.8831
C -0.3959 2.9076 1.6963
C 0.1477 4.2645 2.2108
S -2.0073 2.7617 1.1158
H 2.5733 1.3369 1.4015
H 2.2820 1.5619 3.0908
H 2.3518 3.0211 2.0864
H 0.8088 4.6600 1.4057
H 0.7955 4.0681 3.1122
H -0.7841 4.8700 2.2565
C 0.5587 5.3025 -3.5775
C -0.4120 5.1377 -2.3980
C -0.4374 3.7553 -2.0680
N -0.5660 2.6009 -1.9504
H 0.4289 6.3921 -3.9194
H 0.3391 4.5688 -4.4118
H 1.5483 5.0744 -3.2771
H -1.4128 5.4461 -2.7834
H -0.0317 5.7500 -1.5355
```

Here are the natural (NBO) charges for atoms 1 to 8, given in e: number 1, Ho, carries 1.467; number 2, C, carries -0.687; number 3, C, carries 0.344; number 4, N, carries -0.396; number 5, N, carries -0.407; number 6, C, carries -0.117; number 7, S, carries -0.296; number 8, S, carries 0.293

=====

[4]
This record from the Open Molecules 2025 dataset describes C23H25N2OV as an isolated structure. The level of theory is ωB97M-V/def2-TZVPD.

## Properties
2S+1 ... 4
Orbital gap (spin up / spin down) ... 3.83 / 5.35 eV
Net charge ... -1
LUMO energy (spin up / spin down) ... 2.359 / 2.348 eV

Geometry as XYZ:
```
52
C23H25N2OV, DFT ωB97M-V/def2-TZVPD
C 0.7747 -2.4084 0.3614
C -0.6418 -2.2214 0.5713
C -1.2116 -1.8183 -0.7197
H -1.2118 -2.5084 1.4932
C -0.1292 -1.6598 -1.6501
C 1.1005 -2.0543 -0.9511
H -0.2164 -1.4145 -2.7503
C 1.2532 0.8532 1.9966
C 0.1494 0.0341 2.3761
C -1.0765 0.7288 1.9758
H 0.1510 -0.9219 2.9423
C -0.6650 1.9019 1.2587
C 0.7779 1.9348 1.1944
H -2.2824 -1.9033 -0.9645
H 2.0959 -1.8389 -1.4069
H 1.3750 -2.7907 1.1921
H 1.3918 2.7438 0.7182
H -2.1210 0.4505 2.2504
H 2.2961 0.7887 2.3304
V -0.0909 -0.0823 0.1323
C -1.5535 3.0372 0.7724
C -1.1408 4.3660 1.4648
C -3.0386 2.7338 1.0784
H -1.0673 4.2163 2.5480
H -1.8978 5.1350 1.2647
H -0.1711 4.7094 1.0862
H -3.2171 2.8415 2.1573
H -3.3054 1.7134 0.7707
H -3.6645 3.4519 0.5364
C -1.3216 3.1861 -0.7575
C -1.8296 1.9905 -1.5183
H -0.2448 3.3154 -0.9622
H -1.8402 4.0821 -1.1044
O -1.4596 0.8034 -1.2372
N -2.6100 2.2050 -2.6066
C -2.7772 1.2366 -3.7027
H -3.1970 3.0446 -2.5882
C -3.6605 0.0504 -3.3012
C -3.3911 -1.2338 -3.7839
H -2.5170 -1.3850 -4.4265
C -4.2397 -2.2987 -3.4288
H -4.0207 -3.3047 -3.8037
C -5.3583 -2.0676 -2.6143
H -6.0268 -2.8982 -2.3424
C -5.6349 -0.7619 -2.1515
H -6.5054 -0.5630 -1.5194
C -4.7944 0.3000 -2.5033
H -4.9997 1.3306 -2.1655
H -1.7925 0.8684 -4.0450
H -3.2640 1.7990 -4.5194
N 3.2369 -0.8801 0.9669
C 2.2861 -0.4447 0.4319
```

Here are the natural (NBO) charges for atoms 1 to 8, given in e: number 1, C, carries -0.293; number 2, C, carries -0.365; number 3, C, carries -0.390; number 4, H, carries 0.217; number 5, C, carries -0.390; number 6, C, carries -0.253; number 7, H, carries 0.208; number 8, C, carries -0.227